97
Properties=species:S:1:pos:R:3:mulliken_charge:R:1 method="wB97M-V/def2-TZVPD" orbital_gap_ha=0.217 charge=-1 multiplicity=1
Y 0.136 -0.144 0.769 0.024
N -3.832 0.636 1.052 -0.197
C -4.198 -0.452 0.230 0.467
C -5.433 -0.821 -0.245 -0.929
C -5.520 -1.933 -1.102 -0.495
C -4.379 -2.625 -1.459 -0.679
C -3.120 -2.245 -0.964 -0.815
C -3.029 -1.157 -0.118 0.291
N -1.918 -0.610 0.493 -0.020
C -2.427 0.450 1.401 -0.214
C -1.323 2.923 1.750 -1.768
C -1.945 3.715 0.828 -0.346
S -1.467 5.349 1.017 -0.269
C -0.465 4.884 2.324 -0.342
N -0.467 3.617 2.606 0.121
H -4.428 0.814 1.847 0.443
H -6.322 -0.265 0.033 0.397
H -6.485 -2.245 -1.483 0.383
H -4.455 -3.477 -2.125 0.393
H -2.228 -2.803 -1.227 0.389
H -2.665 3.408 0.084 0.487
H 0.131 5.616 2.854 0.436
N 4.444 3.284 6.805 -0.584
C 3.950 2.403 5.840 0.985
C 2.613 2.467 5.453 -1.047
C 2.106 1.568 4.533 0.329
C 2.946 0.600 3.993 -0.375
C 4.282 0.524 4.367 -0.729
C 4.780 1.419 5.293 -0.858
S 2.357 -0.467 2.748 1.786
O 0.886 -0.518 2.942 -0.332
O 3.052 -1.718 2.824 -0.764
N 2.550 0.174 1.311 0.010
C 2.464 1.545 1.074 0.257
N 3.400 2.386 1.523 -0.494
C 3.293 3.646 1.118 -0.440
C 2.300 4.093 0.257 -0.818
C 1.356 3.164 -0.118 -0.507
N 1.416 1.907 0.309 0.397
H 3.922 4.137 6.914 0.234
H 5.438 3.439 6.781 0.211
H 1.957 3.213 5.887 0.316
H 1.065 1.625 4.237 0.134
H 4.917 -0.239 3.936 0.506
H 5.818 1.360 5.603 0.289
H 4.047 4.331 1.492 0.433
H 2.250 5.116 -0.084 0.431
H 0.519 3.418 -0.757 0.625
C 0.754 -3.747 -3.006 -1.154
C 1.837 -4.045 -1.977 -1.252
C 2.607 -2.816 -1.437 2.636
C 3.672 -3.295 -0.440 -1.429
C 4.674 -2.227 -0.016 -1.160
C 3.263 -2.125 -2.614 -0.457
O 4.131 -2.663 -3.273 -0.668
N 2.828 -0.860 -2.907 0.126
C 1.784 -0.156 -2.287 0.089
O 1.488 0.937 -2.723 -0.735
N 1.157 -0.760 -1.226 -0.598
C 1.589 -1.939 -0.741 1.829
O 1.065 -2.356 0.312 -0.943
H 0.219 -4.662 -3.265 0.469
H 1.181 -3.343 -3.928 0.267
H 0.015 -3.032 -2.636 0.174
H 2.588 -4.710 -2.404 0.455
H 1.404 -4.543 -1.107 0.438
H 4.189 -4.137 -0.904 0.399
H 3.132 -3.665 0.433 0.555
H 5.337 -1.963 -0.843 0.404
H 5.287 -2.595 0.808 0.422
H 4.172 -1.323 0.339 0.136
H 3.254 -0.396 -3.696 0.297
C -1.446 1.484 1.843 0.555
C -1.946 0.571 2.799 -0.177
C -2.144 0.124 4.051 0.854
C -3.016 -1.059 4.290 0.133
C -3.212 -2.036 3.305 -0.165
C -4.080 -3.098 3.509 -0.879
C -4.767 -3.233 4.709 -0.472
C -4.573 -2.283 5.703 -0.720
C -3.713 -1.212 5.494 -0.355
C -1.478 0.771 5.209 0.106
C -1.421 2.158 5.347 0.033
C -0.751 2.748 6.415 -0.939
C -0.126 1.961 7.372 -0.416
C -0.166 0.576 7.244 -0.924
C -0.832 -0.007 6.178 0.025
H -2.669 -1.963 2.372 0.460
H -4.213 -3.829 2.719 0.443
H -5.442 -4.066 4.867 0.382
H -5.101 -2.369 6.646 0.376
H -3.584 -0.470 6.274 0.436
H -1.905 2.777 4.602 0.536
H -0.719 3.829 6.494 0.385
H 0.400 2.417 8.203 0.399
H 0.340 -0.052 7.969 0.365
H -0.844 -1.085 6.075 0.508


77
Properties=species:S:1:pos:R:3:mulliken_charge:R:1 method="wB97M-V/def2-TZVPD" orbital_gap_ha=0.298 charge=+1 multiplicity=1
Ta -0.894 0.597 -0.606 2.398
C -3.721 -1.386 1.164 0.905
C -3.872 -1.204 -0.350 -1.453
N -2.581 -1.124 -1.099 -0.396
C -2.060 -2.485 -1.372 -1.264
C -1.211 -2.963 -0.228 -0.884
N -0.225 -1.916 0.047 1.134
C 0.635 -2.314 1.188 -1.116
C 0.173 -1.725 2.498 -1.421
C 0.521 -0.248 2.524 -0.877
N -0.517 0.610 1.906 0.083
C -1.553 0.824 2.957 -0.953
C -2.745 1.650 2.554 -1.393
N -3.460 0.999 1.469 0.075
C -4.264 -0.161 1.880 -1.661
H -2.658 -1.447 1.407 -0.650
H -4.190 -2.307 1.512 0.487
H -4.417 -0.287 -0.558 0.635
H -4.447 -2.024 -0.786 0.415
H -2.807 -0.756 -2.018 0.549
H -1.462 -2.435 -2.283 0.315
H -2.885 -3.172 -1.571 0.633
H -0.727 -3.908 -0.495 0.490
H -1.794 -3.152 0.673 0.559
H 0.396 -1.884 -0.758 -0.664
H 1.643 -1.949 1.000 0.366
H 0.698 -3.405 1.222 0.403
H 0.668 -2.235 3.325 0.487
H -0.897 -1.888 2.640 0.516
H 1.450 -0.096 1.971 0.269
H 0.702 0.101 3.544 0.838
H -0.070 1.515 1.779 -0.109
H -1.066 1.287 3.821 0.459
H -1.884 -0.163 3.283 0.592
H -2.439 2.640 2.230 0.328
H -3.373 1.790 3.443 0.618
H -4.043 1.686 1.011 0.360
H -5.308 0.006 1.606 0.417
H -4.249 -0.298 2.965 0.414
C 2.391 2.622 1.682 -1.452
C 2.603 2.911 0.198 0.916
C 1.501 3.784 -0.390 -1.242
C 3.048 1.672 -0.588 0.454
C 4.424 1.731 -0.837 -1.460
C 5.108 0.783 -1.553 -1.676
C 4.396 -0.275 -2.056 -1.449
C 3.026 -0.453 -1.839 0.431
C 2.592 -1.791 -2.468 0.824
C 1.302 -1.868 -3.256 -1.923
C 2.768 -2.953 -1.482 -1.247
C 2.352 0.533 -1.065 1.219
O 0.978 0.326 -0.723 1.341
H 2.194 3.548 2.225 0.441
H 3.262 2.141 2.129 0.431
H 1.543 1.959 1.838 0.071
H 3.492 3.538 0.156 0.750
H 0.534 3.551 0.026 -0.131
H 1.441 3.724 -1.474 0.290
H 1.697 4.826 -0.133 0.481
H 4.966 2.588 -0.461 0.381
H 6.169 0.881 -1.737 0.419
H 4.914 -1.021 -2.644 0.419
H 3.359 -1.947 -3.227 0.806
H 0.416 -1.713 -2.658 0.199
H 1.225 -2.853 -3.720 0.398
H 1.271 -1.120 -4.050 0.421
H 2.412 -2.711 -0.486 0.203
H 3.823 -3.201 -1.367 0.405
H 2.252 -3.850 -1.829 0.387
O -0.966 -0.054 -2.710 -0.359
N -0.415 0.959 -3.240 -0.111
O -0.165 1.776 -2.349 -0.299
O -1.171 2.308 0.161 -0.788
S -2.237 3.261 -0.681 1.176
O -3.160 3.764 0.283 -0.640
O -1.466 4.161 -1.460 -0.662
S -2.944 1.690 -1.712 -0.328


10
Properties=species:S:1:pos:R:3:nbo_charge:R:1 method="wB97M-V/def2-TZVPD" orbital_gap_ha=0.421 charge=+1 smiles="[NH3+]CC=O" multiplicity=1
N -0.729 -0.868 0.157 -0.721
C -0.345 0.576 -0.069 -0.348
C 1.245 0.579 -0.014 0.425
O 1.745 -0.559 0.020 -0.506
H -1.543 -1.237 -0.390 0.462
H -0.836 -0.927 1.195 0.455
H 0.195 -1.334 -0.214 0.478
H -0.920 1.212 0.575 0.260
H -0.540 0.784 -1.219 0.264
H 1.728 1.774 -0.041 0.230


84
Properties=species:S:1:pos:R:3:mulliken_charge:R:1 method="wB97M-V/def2-TZVPD" orbital_gap_ha=0.181 charge=+2 multiplicity=1
Ir 0.391 -0.022 -0.062 1.561
N -4.097 1.276 0.139 -0.372
C -2.889 0.722 0.164 0.733
S -1.519 1.790 0.164 -0.326
N -2.772 -0.579 0.194 -1.729
N -1.594 -1.154 0.096 0.735
C -1.528 -2.451 0.131 -0.579
C -0.261 -3.110 0.014 0.795
C -0.159 -4.507 -0.024 -0.806
C 1.085 -5.089 -0.165 -0.657
C 2.202 -4.265 -0.270 -0.937
C 2.026 -2.893 -0.199 -0.418
N 0.834 -2.324 -0.063 0.728
H -4.196 2.275 0.212 0.212
H -4.928 0.705 0.160 0.256
H -2.439 -3.031 0.230 0.443
H -1.049 -5.109 0.053 0.524
H 1.186 -6.163 -0.195 0.493
H 3.187 -4.684 -0.397 0.545
H 2.872 -2.221 -0.256 0.457
C 3.424 1.624 1.265 -1.817
N 3.854 1.318 -0.052 0.737
C 3.175 1.897 -1.157 -2.308
P 1.603 1.054 -1.827 1.269
C 2.147 -0.096 -3.135 0.257
C 3.101 0.255 -4.087 -0.306
C 3.475 -0.658 -5.054 -0.794
C 2.894 -1.917 -5.090 -0.631
C 1.909 -2.252 -4.176 -0.828
C 1.535 -1.344 -3.203 -0.033
C 0.936 2.410 -2.837 0.901
C 1.720 3.414 -3.404 -0.389
C 1.138 4.334 -4.258 -0.879
C -0.215 4.263 -4.551 -0.582
C -0.999 3.273 -3.980 -0.811
C -0.423 2.346 -3.133 -0.470
C 5.070 0.659 -0.287 0.026
C 5.149 -0.302 -1.296 0.599
C 6.365 -0.869 -1.626 -1.274
C 7.518 -0.473 -0.963 -0.610
C 7.442 0.460 0.061 -0.750
C 6.226 1.015 0.413 -0.329
P 1.717 0.895 1.737 1.311
C 0.831 2.298 2.475 0.300
C -0.111 1.974 3.456 -0.560
C -0.899 2.957 4.018 -0.797
C -0.766 4.271 3.600 -0.597
C 0.156 4.598 2.618 -0.833
C 0.944 3.617 2.043 -0.314
C 2.161 -0.042 3.228 0.642
C 1.937 -1.410 3.328 -0.050
C 2.262 -2.074 4.499 -0.704
C 2.798 -1.375 5.568 -0.609
C 3.003 -0.006 5.477 -0.832
C 2.694 0.662 4.309 -0.361
H 3.335 2.707 1.426 0.535
H 4.133 1.198 1.978 0.740
H 3.868 1.956 -2.003 0.781
H 2.817 2.901 -0.890 0.571
H 3.541 1.241 -4.086 0.339
H 4.224 -0.385 -5.782 0.475
H 3.202 -2.626 -5.841 0.441
H 1.429 -3.219 -4.228 0.486
H 0.757 -1.597 -2.493 0.286
H 2.776 3.495 -3.194 0.360
H 1.748 5.111 -4.694 0.451
H -0.656 4.975 -5.229 0.421
H -2.056 3.226 -4.192 0.458
H -1.023 1.566 -2.683 0.264
H 4.248 -0.600 -1.812 0.396
H 6.413 -1.613 -2.407 0.469
H 8.475 -0.881 -1.247 0.433
H 8.339 0.783 0.568 0.420
H 6.193 1.771 1.181 0.507
H -0.222 0.946 3.771 0.471
H -1.625 2.696 4.772 0.457
H -1.389 5.036 4.033 0.441
H 0.249 5.622 2.293 0.472
H 1.632 3.898 1.259 0.249
H 1.499 -1.948 2.498 0.040
H 2.094 -3.137 4.581 0.469
H 3.055 -1.894 6.478 0.432
H 3.400 0.542 6.318 0.458
H 2.849 1.730 4.240 0.450


Number 1: electronic energy -91560.8738 eV. Number 2: electronic energy -66431.6500 eV. Number 3: electronic energy -5700.3639 eV. Number 4: electronic energy -80716.3369 eV.